No. 1
{"formula": "C21H45AuN2OP3S", "method": "ωB97M-V with the def2-TZVPD basis set", "largest_force_ev_per_a": 3.219, "charge": 3, "e_homo_ha": [-0.602, -0.591], "energy_ha": -2568.8007, "multiplicity": 3, "s_squared": 2.0299, "symbols": ["H", "H", "C", "H", "H", "H", "C", "C", "H", "C", "H", "H", "C", "H", "H", "H", "P", "C", "H", "H", "C", "N", "H", "H", "H", "C", "H", "C", "C", "P", "H", "H", "H", "C", "H", "H", "H", "H", "N", "H", "C", "H", "C", "Au", "C", "H", "H", "C", "P", "H", "H", "H", "H", "S", "C", "H", "H", "H", "H", "C", "H", "C", "O", "H", "C", "H", "H", "H", "H", "H", "C", "C", "H", "H"], "positions_angstrom": [[-2.4927, -4.5699, 0.4034], [5.5384, -0.8116, -1.0499], [4.7408, -1.4139, -1.4981], [-0.9958, 1.0023, 4.3502], [2.3187, -0.6128, 3.1148], [-3.9740, -3.8150, -3.2057], [-0.8402, 1.4866, 3.3735], [-2.2676, 3.1501, 0.4053], [-1.5551, -1.1999, 1.8714], [1.5834, 0.0757, 3.5530], [4.0864, 0.0128, -2.9438], [0.0499, 5.1152, 0.2385], [3.3634, 3.4960, 0.8406], [3.4436, 0.9126, -0.7457], [2.3650, 3.1405, -2.2249], [-1.8130, 1.6481, 2.8901], [-1.4568, 1.6468, -0.2621], [1.9134, 3.9241, -1.6097], [-4.5127, -2.1300, -3.2010], [3.4432, 2.8169, 1.7035], [-4.1292, -2.9358, -2.5679], [-2.9901, -4.1019, -0.3573], [-1.5418, 3.9390, 0.6138], [0.0029, -2.0100, 2.0946], [-2.8228, 2.9078, 1.3204], [2.9952, -2.0067, 0.9621], [-4.8406, -4.0270, 0.5860], [-1.5965, 1.8828, -2.0459], [-2.7804, 0.4148, 0.0169], [1.6958, 3.3332, 0.0937], [-0.9296, -1.4522, 3.5398], [-0.7479, 2.4557, -2.4249], [4.7045, -2.4519, -1.1382], [3.9702, -0.9867, -2.5028], [-1.6241, 0.9094, -2.5411], [-3.7684, 0.8755, -0.1367], [1.3689, -2.6024, -1.9663], [3.3328, -1.6823, -3.0785], [-2.8536, -2.4814, -2.0023], [4.1398, 3.2350, 0.1049], [-0.6536, -1.2214, 2.4975], [4.0764, -0.1994, 1.4229], [-2.2762, -3.1310, -0.9563], [0.9771, 0.8987, 0.0467], [1.9675, -0.6429, -1.3021], [-2.1803, -2.0390, -2.6352], [2.0781, 1.0179, 3.8191], [2.2237, -2.6757, -0.0119], [0.2301, 0.3770, 2.3991], [-2.5206, 2.4189, -2.2734], [-2.6521, -0.3943, -0.7114], [-2.7651, -0.0074, 1.0277], [-5.3721, -2.3360, -0.9206], [-0.7444, -2.6832, -0.3627], [2.8465, 0.0948, -0.3282], [2.5565, 4.8129, -1.6385], [0.9446, 4.1852, -2.0477], [3.2736, -2.5874, 1.8421], [0.2649, 4.2924, 1.8043], [1.6694, -1.9842, -1.1023], [-5.9772, -3.7119, -1.8440], [-4.4542, -4.2282, -0.4172], [1.9685, -4.0054, 0.0793], [-4.7332, -5.2667, -0.6564], [3.3397, -0.6886, 0.7847], [-0.3302, 2.4488, 3.5277], [-2.9921, 3.5163, -0.3353], [1.1372, -0.3773, 4.4550], [1.7889, -0.2683, -2.3229], [1.4519, 5.4814, 1.2449], [0.7840, 4.6752, 0.9196], [-5.0712, -3.2635, -1.4245], [3.5130, 4.5349, 1.1832], [1.1075, -4.1321, -0.3366]], "forces_ev_per_angstrom": [[-0.42, 0.20, -0.33], [-0.43, -0.01, -0.13], [0.79, -0.68, -0.91], [0.07, 0.10, -0.30], [-0.29, 0.23, 0.32], [0.06, 0.10, 0.11], [0.08, 0.47, -0.47], [0.39, 0.18, 0.32], [0.40, -0.12, 0.32], [0.65, 0.17, -0.10], [-0.07, -0.35, 0.27], [0.08, -0.08, 0.08], [0.04, -0.28, 0.11], [-0.08, -0.41, 0.39], [0.04, 0.11, 0.01], [0.29, -0.03, 0.19], [-1.10, -0.63, -0.22], [-0.17, -0.16, -0.27], [-0.01, -0.18, 0.18], [0.10, 0.29, -0.22], [0.11, -0.17, -0.14], [0.97, 0.76, 0.20], [-0.38, -0.12, 0.01], [-0.29, 0.29, 0.31], [0.24, 0.08, -0.18], [-0.02, -0.08, 0.24], [0.02, -0.03, -0.13], [0.21, 0.09, -0.37], [-0.07, -0.19, 0.00], [1.01, 0.77, 0.36], [0.23, 0.30, -0.25], [-0.11, -0.02, -0.12], [0.05, 0.48, -0.34], [1.73, -0.87, -1.03], [0.13, 0.09, 0.01], [0.34, 0.01, -0.03], [0.03, 0.54, 0.61], [0.48, 0.44, 0.41], [1.09, -0.22, 0.16], [-0.22, 0.08, 0.27], [-0.04, -0.19, -0.64], [-0.31, -0.22, 0.16], [-1.71, -0.70, -0.77], [-2.37, 1.86, 1.14], [0.60, 1.27, 0.89], [-0.51, -0.13, 0.48], [-0.03, -0.23, 0.03], [-0.98, -1.31, 0.15], [-0.60, -0.89, 1.42], [0.06, -0.05, -0.04], [-0.04, 0.10, 0.28], [-0.04, 0.20, -0.26], [0.09, -0.16, -0.13], [-0.21, 0.03, -0.01], [-0.96, -1.32, -1.49], [-0.10, -0.14, 0.13], [0.12, -0.03, 0.05], [0.36, 0.18, -0.28], [0.06, 0.15, -0.08], [0.37, -0.59, -1.02], [0.12, 0.12, 0.18], [-0.37, -0.57, -0.08], [1.04, 1.96, 0.79], [0.37, 0.32, 0.03], [0.25, 0.14, -0.38], [-0.26, -0.22, 0.01], [0.22, -0.18, 0.13], [0.18, 0.18, -0.29], [-0.04, 0.22, 0.82], [0.06, -0.25, -0.17], [-0.45, -0.02, 0.23], [-0.38, 0.31, -0.01], [0.01, -0.46, -0.23], [-0.46, -0.52, -0.38]], "mulliken_charge": [0.289, 0.347, -0.460, 0.500, 0.223, 0.341, -1.111, -1.376, -0.020, -1.117, 0.340, 0.421, -1.241, 1.147, 0.339, 0.272, 0.801, -1.278, 0.393, 0.264, -0.705, -0.164, 0.195, 0.200, 0.456, -0.644, 0.292, -1.168, -0.801, 1.044, 0.607, 0.262, 0.329, -0.683, 0.236, 0.547, 0.720, 0.363, -0.133, 0.388, -0.897, 0.363, 0.214, 0.130, -1.184, 0.263, 0.419, 0.138, 0.666, 0.507, -0.245, 0.365, 0.244, -0.308, 0.161, 0.446, 0.369, 0.574, 0.320, -0.381, 0.374, -0.586, -0.527, 0.378, -0.973, 0.343, 0.463, 0.500, 0.857, 0.577, -1.480, -0.466, 0.506, 0.452]}


No. 2
{"formula": "C21H45B2ClF3N5O9PSi", "method": "ωB97M-V with the def2-TZVPD basis set", "largest_force_ev_per_a": 0.953, "charge": 1, "e_homo_ha": -0.440, "energy_ha": -3218.5027, "symbols": ["N", "H", "C", "C", "H", "C", "Cl", "H", "O", "H", "C", "O", "H", "H", "H", "H", "H", "H", "C", "N", "H", "C", "H", "H", "H", "C", "H", "C", "O", "H", "N", "H", "H", "H", "H", "P", "C", "N", "O", "C", "H", "C", "H", "F", "H", "H", "O", "H", "H", "C", "O", "H", "H", "C", "H", "H", "H", "H", "H", "C", "H", "H", "H", "H", "N", "H", "C", "H", "H", "C", "O", "C", "C", "F", "C", "F", "B", "B", "H", "H", "H", "O", "O", "H", "C", "C", "H", "Si"], "positions_angstrom": [[-1.7205, 0.9349, 2.2256], [-2.9241, -3.5015, 1.1002], [0.5383, 1.9378, -4.3483], [-0.8947, 1.7123, 1.3771], [7.3028, 2.5110, 0.0814], [2.5084, -2.7863, 0.7982], [1.2226, 4.4260, 1.0692], [-2.2882, -0.3534, -4.6616], [-0.0232, 3.6390, -1.3358], [-3.4920, 2.0164, 1.9613], [-1.2461, -0.5583, -4.4079], [4.1586, 3.2611, 0.4969], [0.0741, 2.9115, -4.5178], [6.4774, 4.0512, 0.3309], [-0.6128, 4.1670, -0.7830], [-1.2736, -1.7782, -1.6810], [1.8565, -3.1966, 1.5716], [-0.8865, -2.1712, 0.8070], [-4.7606, -2.7752, 5.5687], [1.3535, 1.7121, -0.3858], [-3.5400, 0.7726, 3.2111], [-2.9241, 1.5540, 2.7719], [-0.5723, -3.3745, -1.9652], [-3.0213, 1.2838, -2.9256], [4.6739, 3.0381, -2.1739], [1.2069, -0.8399, -1.9130], [1.4747, 2.1054, -3.8112], [3.7508, -1.0863, -1.4323], [1.3770, -2.5735, -3.8783], [2.5670, -3.4766, -0.0373], [0.2236, 0.2600, -1.8902], [0.8015, 1.4878, -5.3045], [-4.8397, -3.6775, 4.9689], [-4.0158, -2.9438, 6.3492], [1.7255, -0.2952, 2.0745], [1.5033, 3.4603, -0.7715], [-0.5936, -2.5226, -1.2711], [-0.8464, 1.0601, 0.0233], [2.2948, -0.4186, -4.1751], [6.4947, 3.1472, -0.2769], [3.2129, 1.0369, 0.2421], [-2.5512, -3.3545, 0.0869], [-2.7914, 0.9636, -0.1883], [4.3566, -0.5011, -2.4638], [-6.8955, -2.4927, 5.4372], [5.3133, 1.4077, -2.0014], [-3.4295, -1.6191, 3.8635], [2.5761, -0.8030, -5.0179], [-2.0845, 2.3817, -1.9227], [-2.1232, 1.9033, -2.8984], [3.2770, 1.6822, -1.6985], [-2.7265, 2.3107, 3.5383], [-2.7383, -4.2724, -0.4734], [-6.0849, -2.2579, 6.1273], [-1.1849, 0.4838, 2.9527], [-2.0716, -0.4267, 0.2480], [-3.1517, -2.5715, -0.3873], [-5.3459, -0.4239, 7.0630], [-1.2265, -1.5404, -3.9401], [-1.0718, -2.9835, 0.0954], [0.1445, 1.7625, 1.6908], [5.2760, 1.5237, 0.4099], [-2.2279, 2.6914, -3.6474], [6.7259, 3.4390, -1.3020], [-1.9943, 0.3652, -0.3841], [3.5192, -2.7336, 1.2226], [5.1369, 2.4475, -0.1589], [-6.7373, -0.1528, 5.9962], [-0.6810, -0.6183, -5.3398], [4.6283, 2.1368, -1.5611], [-4.9517, -0.5004, 5.0419], [-4.2766, -1.6229, 4.7131], [2.6305, 0.9892, -0.6780], [4.6265, -1.0185, -0.4089], [-5.8441, -0.7517, 6.1491], [3.6149, -2.3691, -1.7844], [1.6153, -1.3091, -3.4207], [2.0001, -1.3609, 0.3991], [-0.4763, -3.8385, 0.4203], [0.5023, -2.9402, -3.7265], [4.0783, 3.0061, 1.4242], [1.2296, -0.6439, 1.3252], [0.7213, -1.9935, -1.1576], [-1.2759, 2.7252, 1.2358], [2.4030, -0.5096, -0.9770], [0.2192, 1.0170, -0.7315], [-6.3452, -2.6546, 7.1052], [-0.6303, 0.8707, -3.3582]], "forces_ev_per_angstrom": [[0.24, 0.10, 0.40], [0.03, 0.02, -0.02], [0.10, 0.21, 0.22], [0.12, -0.01, -0.06], [0.01, 0.01, -0.03], [0.49, 0.13, 0.26], [-0.07, -0.18, 0.09], [0.02, 0.00, -0.03], [0.04, 0.03, 0.07], [0.00, 0.03, 0.05], [0.19, -0.06, 0.01], [-0.25, -0.05, 0.06], [0.03, -0.02, -0.10], [0.01, -0.02, -0.01], [0.07, 0.05, -0.03], [-0.02, 0.20, 0.05], [0.00, 0.00, -0.03], [0.01, -0.08, 0.02], [-0.11, 0.06, -0.04], [0.32, 0.08, -0.05], [0.00, 0.04, 0.00], [-0.13, -0.07, -0.08], [-0.02, 0.00, 0.05], [0.01, 0.03, 0.01], [-0.08, 0.07, 0.10], [-0.30, 0.23, -0.15], [0.00, -0.01, -0.02], [-0.48, 0.01, -0.11], [-0.12, 0.28, -0.46], [-0.04, -0.02, 0.01], [0.24, -0.53, 0.08], [-0.06, 0.04, -0.02], [0.04, -0.03, 0.02], [0.00, -0.02, 0.01], [-0.12, -0.35, 0.06], [-0.22, -0.13, 0.08], [-0.13, -0.23, -0.35], [0.04, 0.32, -0.28], [0.09, -0.20, -0.10], [0.05, 0.02, 0.14], [0.03, 0.05, -0.01], [-0.06, -0.01, -0.12], [-0.01, -0.01, -0.05], [0.10, 0.04, -0.23], [-0.02, 0.00, 0.01], [-0.08, 0.08, 0.00], [0.03, -0.04, -0.03], [-0.06, 0.09, 0.07], [0.09, 0.08, -0.09], [-0.13, -0.11, 0.13], [0.00, 0.05, -0.04], [0.05, 0.05, -0.09], [0.06, 0.00, 0.00], [0.05, 0.01, -0.08], [-0.06, -0.18, -0.10], [-0.13, 0.00, 0.14], [0.00, 0.01, 0.09], [0.00, -0.01, 0.01], [-0.06, -0.03, 0.08], [-0.05, 0.11, -0.02], [0.00, 0.11, 0.05], [-0.11, -0.04, -0.03], [-0.01, -0.03, 0.00], [-0.04, 0.01, 0.00], [0.10, -0.20, -0.12], [-0.06, -0.04, 0.04], [-0.08, -0.06, -0.11], [0.00, 0.00, -0.02], [-0.02, -0.05, 0.02], [0.16, -0.03, 0.01], [0.00, 0.04, 0.01], [0.00, 0.01, 0.04], [-0.08, -0.01, 0.14], [0.22, 0.02, 0.29], [0.00, -0.03, 0.03], [0.02, -0.33, -0.07], [-0.16, -0.17, 0.28], [-0.70, -0.36, -0.54], [0.06, 0.08, 0.06], [0.21, -0.17, 0.35], [0.19, 0.17, -0.12], [0.14, 0.51, 0.00], [0.03, 0.39, 0.53], [-0.03, 0.02, 0.04], [0.65, 0.06, 0.09], [-0.09, -0.28, -0.20], [0.04, 0.01, 0.02], [-0.18, 0.23, -0.23]], "mulliken_charge": [0.098, 0.398, -0.941, -1.381, 0.354, -1.189, -0.286, 0.515, -0.470, 0.336, -1.340, -0.485, 0.422, 0.329, 0.362, -0.040, 0.351, 0.145, -0.536, 1.125, 0.017, -0.757, 0.471, 0.396, 0.681, -0.845, -0.039, 0.041, -0.673, 0.262, 1.344, 0.384, 0.310, 0.267, 0.319, 0.116, -0.259, 1.277, -0.639, -1.360, 0.809, -1.690, 0.293, -0.227, 0.269, 0.371, -0.571, 0.228, 0.184, -1.369, -0.290, 0.335, 0.454, -0.465, 0.261, 0.029, 0.324, 0.268, 0.190, -0.212, 0.339, 0.121, 0.477, 0.363, -0.455, 0.350, 0.560, 0.310, 0.327, -1.169, -0.334, 0.581, -1.485, -0.322, -0.466, -0.252, 1.495, 0.687, 0.458, 0.301, 0.353, -0.418, -0.545, 0.405, 1.065, -1.640, 0.329, 1.289]}